{"formula": "C4H13NO5", "method": "the ωB97M-V functional and the def2-TZVPD basis", "elements": ["O", "C", "C", "C", "N", "C", "O", "H", "H", "H", "H", "H", "H", "H", "O", "H", "H", "O", "H", "H", "O", "H", "H"], "positions_angstrom": [[-0.781727, -3.033473, -0.526782], [-0.039462, -2.195058, -0.834484], [0.392043, -1.074846, 0.161354], [-0.735171, -0.601791, 1.117466], [-1.700174, 0.257338, 0.392251], [-1.508770, 1.635445, 0.254136], [-2.097948, 2.250035, -0.635064], [0.485965, -2.062515, -1.834029], [1.060716, -1.694491, 0.797799], [0.983937, -0.266429, -0.307725], [-1.236528, -1.421823, 1.711289], [-0.338602, -0.008095, 2.038879], [-2.231665, -0.239690, -0.235237], [-0.727149, 2.099365, 0.851229], [-3.011529, 0.773241, -2.921633], [-2.584134, 0.484095, -2.078584], [-2.469810, 1.591411, -2.910738], [1.912511, 0.831844, 2.461178], [2.163229, -0.061285, 2.638812], [1.935966, 1.326801, 3.253411], [3.787241, 0.187862, -1.093370], [2.983086, 0.307468, -0.584328], [3.757978, 0.914593, -1.715832]], "forces_ev_per_angstrom": [[-2.1, -2.6, 0.4], [2.6, 4.1, -0.8], [-0.1, -1.2, 1.1], [0.2, 1.2, 1.8], [2.6, 1.6, 3.0], [-1.2, -1.5, -2.6], [0.7, -0.2, 1.4], [-0.5, -0.7, 0.5], [0.2, 0.5, -0.2], [-0.6, -0.4, 0.2], [0.3, 0.4, -1.4], [-0.2, -0.6, -2.1], [-1.7, -0.7, -1.7], [0.0, -0.2, 0.6], [1.8, 0.4, 1.3], [-1.1, -0.3, -0.8], [-0.9, 0.0, -0.7], [-0.4, 0.2, -1.8], [0.3, -0.7, 0.5], [0.2, 0.6, 1.4], [-0.1, -0.1, 0.0], [0.0, 0.0, 0.3], [0.2, 0.2, -0.3]], "molar_mass_da": 155.2, "orbital_gap_ev": 10.282, "smiles": "O=CCCNC=O.O.O.O", "homo_energy_ev": -10.2, "de_lowest_kcal_mol": 57.7, "total_energy_ev": -16085.1609}